1.
DFT (ωB97M-V/def2-TZVPD) results for a 2-piece molecular cluster, C2H4F2N2O2 overall in a non-equilibrium geometry.

Its max |F| is 4.96 eV/Å. The energy relative to the best compared isomer or geometry (same formula, charge and spin) comes out at 135.6 kcal/mol. Its total energy is -14642.3188 eV. The calculation puts the frontier orbital gap (spin up / spin down) at 11.348 / 5.562 eV.

```
! wB97M-V def2-TZVPD RIJCOSX def2/J DEFGRID3
* xyz 0 1
C 0.42520 -1.29079 0.02341
C -0.24723 -0.03240 -2.03309
N 0.75734 -0.83377 1.20475
N -0.09186 1.82914 1.21570
O 0.43253 -2.38096 -0.47861
O 0.24864 -0.16807 -0.81153
F -1.16033 1.97215 0.36071
F -0.66439 2.30769 2.30230
H -0.05601 0.83563 -2.62303
H -1.01039 -0.73055 -2.34724
H 1.00500 -1.57614 1.77520
H 0.36149 0.06806 1.41143
*
```

---

2.
DFT (ωB97M-V/def2-TZVPD) results for an isolated ion of composition C2H4F2NO and charge -1 in a non-equilibrium geometry.

Its max |F| is 4.46 eV/Å. The energy relative to the best compared isomer or geometry (same formula, charge and spin) comes out at 2.8 kcal/mol. Its total energy is -11109.2388 eV. The calculation puts the frontier orbital gap at 5.737 eV.

```
! wB97M-V def2-TZVPD RIJCOSX def2/J DEFGRID3
* xyz -1 1
C -1.13178 -0.27815 0.21215
C 0.34168 -0.44454 0.06449
N 1.03173 0.91508 0.16990
O 2.36959 1.01916 -0.25125
F 0.89009 -1.29154 1.00199
F 0.48838 -1.24755 -1.13880
H -1.70683 -1.09618 0.39728
H -1.23627 0.63028 0.77450
H -1.63913 0.11418 -0.73456
H 0.59253 1.67925 -0.49570
*
```

---

3.
DFT (ωB97M-V/def2-TZVPD) results for a 2-piece molecular cluster, C2H4F2O3 overall in a non-equilibrium geometry.

Its max |F| is 1.63 eV/Å. The energy relative to the best compared isomer or geometry (same formula, charge and spin) comes out at 35.2 kcal/mol. Its total energy is -13714.8199 eV. The calculation puts the frontier orbital gap at 10.181 eV.

```
! wB97M-V def2-TZVPD RIJCOSX def2/J DEFGRID3
* xyz 0 1
C 0.48964 -1.56522 -1.35890
C -0.91734 1.38852 0.94331
O 1.28285 -1.94463 -2.38574
O 1.19159 -1.37692 -0.29661
O -0.32832 1.42963 2.13626
F -1.86723 0.42567 0.87461
F -1.59213 2.55057 0.67873
H -0.17992 1.22363 0.14714
H 0.75923 -2.07274 -3.18415
H 2.15600 -1.53679 -0.39574
H -0.99438 1.47828 2.84109
*
```

---

4.
DFT (ωB97M-V/def2-TZVPD) results for an isolated ion of composition C2H4F3NO2P and charge -1 in a non-equilibrium geometry.

Its max |F| is 2.96 eV/Å. The energy relative to the best compared isomer or geometry (same formula, charge and spin) comes out at 0.0 kcal/mol. Its total energy is -25168.3915 eV. The calculation puts the frontier orbital gap at 8.598 eV.

```
! wB97M-V def2-TZVPD RIJCOSX def2/J DEFGRID3
* xyz -1 1
C -0.05768 -0.00894 -0.14335
C -1.52284 -1.65548 -2.13080
N -0.31094 -1.02861 0.85980
O 0.09847 0.42587 -3.03529
O 1.30577 -1.65289 -2.08221
F -1.55434 -2.83622 -2.82261
F -2.09679 -1.94745 -1.00693
F -2.40546 -0.87120 -2.76444
P 0.19090 -0.68654 -2.06302
H -0.83237 0.83818 -0.11198
H 0.85079 0.45165 0.14019
H 0.32404 -1.79679 0.97977
H -1.21774 -1.36562 0.55760
*
```

---

5.
DFT (ωB97M-V/def2-TZVPD) results for a 2-piece molecular cluster, C2H4FIO overall in a non-equilibrium geometry.

Its max |F| is 5.79 eV/Å. The energy relative to the best compared isomer or geometry (same formula, charge and spin) comes out at 74.6 kcal/mol. Its total energy is -15000.5311 eV. The calculation puts the frontier orbital gap (spin up / spin down) at 10.485 / 3.656 eV.

```
! wB97M-V def2-TZVPD RIJCOSX def2/J DEFGRID3
* xyz 0 1
C -0.58398 -0.25868 1.19285
C 0.64020 1.25574 0.06357
O 0.57943 0.03286 0.48153
F -0.35701 2.11982 -0.00923
I -3.81129 -0.33965 -0.42254
H -0.28550 -0.70288 2.19661
H -1.13803 -1.06901 0.48913
H -1.29095 0.65236 1.26289
H 1.44875 1.49114 -0.74103
*
```

---

6.
DFT (ωB97M-V/def2-TZVPD) results for one molecule with the formula C2H4FN3 in a non-equilibrium geometry.

Its max |F| is 4.37 eV/Å. The energy relative to the best compared isomer or geometry (same formula, charge and spin) comes out at 40.8 kcal/mol. Its total energy is -9324.1973 eV. The calculation puts the frontier orbital gap at 10.442 eV.

```
! wB97M-V def2-TZVPD RIJCOSX def2/J DEFGRID3
* xyz 0 1
C 0.74288 0.23571 -0.00707
C -0.64312 0.76863 -0.03492
N -1.52999 -0.29903 -0.43585
N -0.83169 -1.42668 -0.30261
N 0.44783 -1.19140 -0.03970
F -0.93378 1.25184 1.24010
H 1.49535 0.55054 -0.85434
H 1.09847 0.60857 0.90486
H -0.67879 1.47056 -0.88451
H 0.83286 -1.96873 0.41404
*
```

---

7.
DFT (ωB97M-V/def2-TZVPD) results for a 2-piece molecular cluster, C2H4FNO3 overall in a non-equilibrium geometry.

Its max |F| is 5.05 eV/Å. The energy relative to the best compared isomer or geometry (same formula, charge and spin) comes out at 19.8 kcal/mol. Its total energy is -12485.4841 eV. The calculation puts the frontier orbital gap at 10.316 eV.

```
! wB97M-V def2-TZVPD RIJCOSX def2/J DEFGRID3
* xyz 0 1
C 1.45708 -0.39351 0.22955
C 0.48239 0.60804 -0.01003
N -1.56779 -0.56929 -0.01041
O -1.99176 -1.48091 0.56613
O -2.20757 0.19549 -0.97670
O 0.09828 1.22294 -0.92082
F -0.01698 1.15908 1.21385
H 1.25027 -1.18794 0.90216
H 1.73984 -0.68157 -0.75235
H 2.31031 0.17124 0.77762
H -1.55407 0.95643 -1.01901
*
```

---

8.
DFT (ωB97M-V/def2-TZVPD) results for one molecule with the formula C2H4FNOS in a non-equilibrium geometry.

Its max |F| is 2.81 eV/Å. The energy relative to the best compared isomer or geometry (same formula, charge and spin) comes out at 8.8 kcal/mol. Its total energy is -19228.2563 eV. The calculation puts the frontier orbital gap at 10.351 eV.

```
! wB97M-V def2-TZVPD RIJCOSX def2/J DEFGRID3
* xyz 0 1
C -1.55642 0.00853 -0.13546
C -0.13258 0.45523 0.12565
N 0.81648 -0.34528 -0.49686
O -1.95726 -0.72392 -0.99725
F -2.32006 0.50826 0.88271
S 1.89552 -0.95675 0.58946
H 0.08385 0.46918 1.21884
H -0.04789 1.43224 -0.18405
H 0.43877 -0.85897 -1.27313
H 2.77958 0.01147 0.27010
*
```

---

> Which formula does entry 2 have?

C2H4F2NO